[1]
ORCA calculation (ωB97M-V/def2-TZVPD) on the ion C4H9NO2 with charge -2 in a non-equilibrium geometry.

Element x y z (Å)
C -0.257 -0.304 -0.424
C 0.194 1.117 -0.453
C -0.912 2.303 -0.056
O -0.375 3.519 -0.030
N 0.736 -1.411 -0.377
C 0.620 -2.380 0.794
O 1.793 -3.002 1.012
H -0.980 -0.492 -1.268
H -1.001 -0.449 0.383
H 1.045 1.448 0.134
H 0.369 1.416 -1.489
H -1.722 2.209 -0.831
H -1.245 1.908 0.941
H 1.651 -1.005 -0.490
H -0.217 -2.997 0.414
H 0.301 -1.883 1.740

Cartesian forces, eV/Å:
C -1.4 -1.7 0.1
C -1.1 2.2 -0.9
C 1.3 -1.3 -0.2
O 0.1 0.4 0.0
N -1.0 1.1 -0.1
C 1.9 0.2 -0.7
O -0.4 -0.4 -0.1
H 0.7 0.4 0.0
H 0.5 0.1 0.5
H 0.3 -0.6 0.3
H 0.6 -0.1 -0.2
H -0.2 -0.3 0.4
H -0.6 0.2 -0.1
H 0.4 -0.3 0.7
H -0.4 -0.5 0.4
H -0.5 0.5 -0.2

Values from the calculation:
Charge: -2
M, g/mol: 103.121
DFT total energy, hartree: -362.89096
HOMO, eV: 0.51
LUMO energy, eV: 7.3
Frontier orbital gap, Ha: 0.2482
Max |F|, eV Å⁻¹: 2.65

***

[2]
ORCA calculation (ωB97M-V/def2-TZVPD) on the molecule C3H4S2 in a non-equilibrium geometry.

Element x y z (Å)
C -0.984 0.793 -0.409
C 0.557 0.857 -0.088
C 1.221 0.131 1.090
H -1.187 1.586 -1.059
H 0.995 1.815 -0.176
H 0.534 -0.387 1.796
H 1.990 0.703 1.554
S -1.970 -0.388 0.118
S 1.526 -0.512 -0.472

Cartesian forces, eV/Å:
C 2.5 -2.0 2.0
C -2.5 0.0 1.2
C -2.2 0.2 1.2
H -1.1 1.1 -1.0
H 0.2 1.0 -0.8
H 0.6 0.2 -0.8
H 0.5 0.2 0.3
S 0.5 1.1 -0.5
S 1.4 -1.8 -1.6

Values from the calculation:
M, g/mol: 104.199
DFT total energy, hartree: -913.01676
HOMO, eV: -8.90
LUMO energy, eV: -0.5
Frontier orbital gap, Ha: 0.3073
Max |F|, eV Å⁻¹: 3.74

***

[3]
ORCA calculation (ωB97M-V/def2-TZVPD) on a structure of composition C27H35BrCl2NOSSe2Yb in a non-equilibrium geometry.

Element x y z (Å)
Yb 9.695 11.353 8.793
C 9.838 15.154 8.696
C 8.825 14.008 8.779
C 8.472 13.576 10.085
C 9.011 14.288 11.324
C 7.497 12.536 10.201
C 6.915 12.247 11.574
C 6.959 11.931 9.031
C 5.815 10.953 9.203
C 7.351 12.420 7.743
C 6.850 11.750 6.495
C 8.272 13.501 7.645
C 8.567 14.178 6.319
H 9.490 16.010 8.136
H 10.751 14.807 8.180
H 10.188 15.531 9.673
H 8.838 15.360 11.231
H 10.060 14.077 11.578
H 8.346 13.969 12.154
H 6.056 12.951 11.751
H 7.528 12.403 12.463
H 6.421 11.260 11.739
H 5.509 10.430 8.314
H 4.952 11.497 9.603
H 6.023 10.297 9.995
H 6.002 12.300 6.045
H 6.497 10.743 6.654
H 7.669 11.673 5.750
H 8.307 13.532 5.473
H 9.590 14.529 6.348
H 7.829 15.002 6.345
C 12.291 14.643 11.754
Se 12.273 12.967 10.644
C 13.639 13.372 9.346
C 13.183 13.865 7.991
Se 11.824 12.698 7.179
C 12.940 11.254 6.304
H 13.353 14.964 11.942
H 11.776 14.394 12.672
H 11.813 15.468 11.247
H 14.186 12.472 9.275
H 14.187 14.260 9.693
H 13.864 13.801 7.163
H 12.808 14.903 8.059
H 13.226 11.705 5.323
H 12.244 10.465 6.176
H 13.733 11.046 6.957
Cl 11.886 9.690 9.107
C 11.307 8.252 8.287
C 11.914 7.093 8.696
C 11.499 5.926 7.989
C 10.446 6.036 7.098
C 9.915 7.304 6.709
Cl 8.684 7.330 5.519
C 10.449 8.484 7.214
S 9.826 9.953 6.507
H 12.640 7.139 9.519
H 11.831 4.900 8.371
H 9.941 5.210 6.585
O 6.867 6.269 11.706
C 7.283 7.310 10.974
C 7.204 7.510 9.634
C 7.745 8.581 8.976
N 8.532 9.461 9.682
C 8.575 9.310 11.000
Br 9.545 10.534 12.000
C 7.909 8.331 11.749
H 6.502 5.610 11.071
H 6.639 6.735 8.978
H 7.821 8.727 7.870
H 8.029 8.197 12.804

Cartesian forces, eV/Å:
Yb 0.3 0.2 -0.1
C 0.7 -0.4 0.2
C 1.7 1.7 2.4
C -0.3 -0.7 -0.3
C -1.3 -0.7 0.4
C 0.4 0.6 0.4
C -1.9 -0.1 0.7
C -0.2 0.8 -0.4
C -0.1 1.4 -0.2
C 0.3 -0.7 0.7
C 0.0 0.4 -0.9
C -0.9 -1.3 -1.5
C -1.1 -0.4 0.9
H -0.4 0.2 -0.2
H -0.5 0.2 0.1
H -0.4 -0.4 -0.5
H 0.2 0.0 0.0
H -0.8 0.1 -0.3
H 0.9 0.4 -0.3
H 0.6 -0.4 -0.4
H 0.2 -0.1 -0.6
H 0.6 0.5 -0.5
H 0.0 -0.1 -0.2
H 0.0 0.2 -0.4
H 0.4 -1.3 0.8
H 0.4 -0.1 0.1
H 0.0 -0.2 0.2
H -0.7 0.1 0.3
H 0.5 0.4 0.1
H -0.1 0.2 -0.6
H 0.6 0.1 -0.5
C 1.4 -0.1 -0.5
Se -0.3 0.5 0.7
C -0.1 1.9 -0.6
C -1.4 -0.4 -0.2
Se -0.5 -0.6 -0.6
C -0.8 2.7 -1.1
H -1.0 -0.7 0.0
H 0.1 0.0 0.2
H -0.3 0.0 -0.2
H 1.1 -0.7 0.0
H 0.5 -0.9 0.6
H 1.1 0.3 0.2
H 0.0 -0.7 -0.2
H 0.0 -0.6 0.9
H -0.4 -0.7 -0.1
H 1.2 -0.4 0.6
Cl 0.1 0.7 0.6
C 1.0 1.1 -0.1
C -0.6 -1.0 -0.8
C -0.1 -0.9 1.9
C -0.8 0.8 -1.0
C 1.3 -1.6 0.4
Cl -0.3 -0.2 -0.2
C -1.1 -1.0 -0.1
S -0.1 1.2 1.1
H -0.4 -0.4 -0.5
H -0.3 1.6 -0.9
H 0.6 -0.1 0.5
O -0.5 -0.4 -2.0
C 1.1 1.4 3.4
C -2.3 -2.3 -3.7
C 2.1 0.6 0.3
N -0.4 -0.1 -0.5
C -1.4 -1.3 1.1
Br 1.1 0.6 0.0
C 0.5 -0.4 -2.3
H 0.1 0.2 0.9
H 1.0 1.4 1.2
H -0.6 -0.3 1.1
H 0.0 0.2 0.4

Values from the calculation:
Multiplicity: 2
Charge: +2
M, g/mol: 903.420
⟨S²⟩: 0.751
DFT total energy, hartree: -11033.52262
HOMO (spin up / spin down), eV: -13.44 / -13.44
LUMO energy (spin up / spin down), eV: -5.5 / -6.6
Frontier orbital gap (spin up / spin down), Ha: 0.2911 / 0.2531
Max |F|, eV Å⁻¹: 4.94

***

[4]
ORCA calculation (ωB97M-V/def2-TZVPD) on a cluster of 7 separate species, C38H79N2O16PS in total.

Element x y z (Å)
C -9.323 -0.855 -2.356
C -8.119 -0.845 -3.320
P -7.217 0.757 -3.193
C -8.512 1.904 -3.857
C -8.778 1.744 -5.370
C -5.959 0.833 -4.585
C -5.334 -0.547 -4.869
N -6.251 -1.415 -5.569
S -3.851 -0.436 -5.942
O -3.038 -1.594 -5.747
O -4.328 -0.129 -7.266
O -3.019 0.803 -5.408
C -3.841 1.973 -5.305
C -4.830 1.811 -4.136
N -5.257 3.146 -3.778
O -4.148 1.157 -3.096
C -4.037 1.758 -1.809
C -3.450 0.723 -0.861
C -3.226 1.371 0.504
C -2.214 -0.011 -1.461
C -2.455 -1.528 -1.479
C -0.914 0.283 -0.698
H -9.488 0.106 -1.867
H -9.180 -1.588 -1.563
H -10.239 -1.113 -2.886
H -7.410 -1.619 -3.028
H -8.421 -1.061 -4.342
H -9.427 1.724 -3.294
H -8.215 2.930 -3.633
H -9.843 1.716 -5.590
H -8.380 0.804 -5.744
H -8.329 2.561 -5.935
H -6.404 1.159 -5.528
H -5.006 -1.027 -3.947
H -6.585 -0.971 -6.417
H -5.818 -2.300 -5.803
H -4.380 2.115 -6.246
H -3.200 2.836 -5.139
H -5.586 3.634 -4.604
H -6.027 3.118 -3.118
H -3.412 2.657 -1.848
H -5.028 2.041 -1.442
H -4.238 -0.023 -0.710
H -4.164 1.809 0.860
H -2.924 0.629 1.245
H -2.466 2.146 0.515
H -2.055 0.321 -2.488
H -1.509 -2.072 -1.452
H -3.011 -1.839 -0.592
H -3.004 -1.842 -2.371
H -0.720 1.353 -0.634
H -0.927 -0.164 0.289
H -0.090 -0.180 -1.246
O -0.539 2.775 1.704
C -0.026 3.806 2.046
O 1.310 3.830 2.220
C 2.036 5.042 2.476
C 2.038 5.411 3.942
C -0.844 5.039 2.349
H 1.656 5.851 1.852
H 3.046 4.824 2.132
H 1.036 5.625 4.311
H 2.646 6.298 4.115
H 2.446 4.590 4.534
H -1.183 4.975 3.383
H -1.717 5.026 1.700
H -0.317 5.979 2.216
O 0.980 7.731 6.198
C 1.907 7.913 6.937
O 3.115 7.422 6.582
C 4.318 7.714 7.304
C 4.519 6.781 8.479
C 1.745 8.607 8.269
H 4.339 8.762 7.603
H 5.110 7.575 6.571
H 3.730 6.894 9.223
H 5.475 6.989 8.961
H 4.518 5.745 8.141
H 1.430 7.864 9.001
H 0.954 9.344 8.165
H 2.641 9.100 8.635
O 0.150 -1.938 1.257
C 1.132 -1.564 1.836
O 2.341 -1.898 1.334
C 3.560 -1.342 1.839
C 4.085 -2.092 3.043
C 1.044 -0.775 3.121
H 3.440 -0.278 2.043
H 4.257 -1.426 1.006
H 3.398 -2.033 3.887
H 5.042 -1.677 3.360
H 4.218 -3.148 2.801
H 0.946 -1.481 3.947
H 0.143 -0.168 3.071
H 1.892 -0.125 3.313
O 7.105 -0.992 4.705
C 7.748 -1.872 4.198
O 8.321 -2.796 4.988
C 8.953 -3.978 4.470
C 10.391 -3.747 4.066
C 7.985 -1.917 2.705
H 8.359 -4.396 3.656
H 8.901 -4.685 5.297
H 10.467 -3.029 3.248
H 10.853 -4.679 3.745
H 10.961 -3.355 4.908
H 8.838 -1.282 2.466
H 7.106 -1.518 2.205
H 8.172 -2.912 2.310
O -9.877 0.074 -7.670
C -9.312 -0.794 -8.278
O -7.984 -0.649 -8.485
C -7.153 -1.682 -9.035
C -7.169 -1.682 -10.548
C -10.035 -1.991 -8.844
H -7.429 -2.654 -8.622
H -6.154 -1.447 -8.667
H -8.162 -1.903 -10.941
H -6.476 -2.433 -10.928
H -6.866 -0.706 -10.925
H -10.435 -1.715 -9.821
H -10.868 -2.219 -8.185
H -9.419 -2.878 -8.957
O 12.450 -6.131 3.390
C 12.292 -7.274 3.728
O 12.656 -7.627 4.975
C 12.376 -8.918 5.532
C 13.428 -9.940 5.162
C 11.766 -8.321 2.775
H 11.372 -9.243 5.256
H 12.373 -8.749 6.607
H 13.458 -10.117 4.087
H 13.219 -10.888 5.658
H 14.413 -9.595 5.474
H 12.607 -8.706 2.198
H 11.077 -7.833 2.090
H 11.259 -9.155 3.252

Cartesian forces, eV/Å:
C 0.1 0.0 0.0
C 0.0 0.0 0.0
P -0.1 0.3 0.4
C 0.1 -0.1 -0.7
C -0.2 0.0 0.4
C 0.3 -0.5 0.1
C -0.2 -0.1 -0.1
N -0.1 0.1 0.1
S -0.1 -0.1 0.0
O 0.0 0.0 0.0
O 0.0 0.1 0.0
O -0.1 0.0 -0.1
C -0.2 0.3 0.1
C 0.0 -0.1 -0.3
N -0.2 0.0 -0.1
O -0.1 0.1 0.1
C 0.1 0.1 0.2
C -0.1 0.0 -0.2
C -0.3 -0.1 0.1
C 0.3 -0.1 0.5
C 0.1 0.1 0.0
C -0.1 0.0 -0.6
H 0.0 0.0 0.0
H 0.0 0.0 0.0
H 0.0 0.0 0.0
H 0.0 -0.1 -0.1
H 0.0 0.0 0.0
H 0.1 0.0 0.1
H 0.0 0.0 0.1
H 0.0 0.2 -0.1
H -0.1 0.0 -0.1
H 0.0 -0.1 -0.1
H 0.0 0.2 0.1
H 0.2 0.1 0.0
H 0.1 0.0 -0.1
H 0.0 0.0 0.0
H 0.0 0.1 0.0
H 0.2 -0.2 0.1
H 0.0 0.0 0.0
H 0.0 0.0 0.0
H 0.0 0.0 -0.1
H 0.0 0.1 0.0
H 0.0 0.0 -0.2
H 0.0 0.0 0.0
H 0.0 0.0 0.0
H 0.0 0.0 -0.1
H -0.2 0.0 0.0
H 0.0 0.0 -0.1
H 0.0 0.0 0.0
H -0.1 0.0 0.1
H 0.1 0.0 0.1
H 0.0 0.1 0.2
H 0.0 0.0 0.1
O 0.1 0.0 0.1
C 0.0 0.0 0.1
O 0.0 0.0 -0.1
C 0.1 0.1 0.1
C -0.1 -0.1 0.0
C 0.0 0.1 -0.2
H 0.0 0.0 0.0
H 0.0 0.0 0.0
H 0.0 0.1 0.0
H 0.0 0.0 0.0
H 0.0 0.0 0.0
H 0.0 0.0 0.0
H 0.0 -0.1 0.0
H 0.0 0.0 0.1
O 0.0 0.0 0.0
C 0.0 -0.1 0.1
O 0.0 0.1 -0.1
C 0.1 0.0 0.1
C -0.1 0.0 0.0
C 0.0 0.2 -0.1
H 0.0 0.0 0.0
H 0.0 0.0 0.0
H 0.0 0.0 0.0
H 0.0 0.0 0.0
H 0.0 0.0 0.0
H 0.0 0.0 0.0
H 0.0 -0.1 0.0
H 0.0 0.0 0.0
O 0.1 -0.2 0.1
C 0.0 0.1 0.0
O 0.0 0.0 -0.1
C 0.1 0.0 0.0
C -0.1 -0.1 0.0
C 0.0 0.2 -0.1
H 0.0 0.0 0.0
H 0.0 0.0 0.0
H 0.0 0.1 0.0
H 0.0 0.0 0.0
H 0.0 0.0 0.0
H 0.0 0.0 0.0
H 0.0 0.0 0.0
H 0.0 0.0 0.0
O 0.0 0.0 0.0
C 0.2 0.1 -0.1
O -0.1 0.0 0.1
C 0.1 -0.1 0.0
C -0.1 0.1 0.0
C -0.2 -0.2 -0.1
H 0.0 0.0 0.0
H 0.0 0.0 0.0
H 0.0 0.0 0.0
H 0.0 0.1 0.0
H 0.0 0.0 0.0
H 0.0 0.0 0.0
H 0.0 0.1 0.1
H 0.1 0.0 0.0
O -0.2 -0.1 -0.1
C 0.1 0.1 0.0
O 0.0 0.0 0.2
C 0.1 -0.1 -0.1
C -0.1 0.1 0.0
C 0.0 -0.1 0.1
H -0.1 0.0 0.0
H 0.0 0.0 0.0
H 0.0 0.0 0.0
H 0.0 0.0 0.0
H 0.0 0.0 0.0
H 0.0 0.0 0.0
H 0.0 0.1 0.0
H 0.0 0.0 0.0
O 0.0 -0.1 0.0
C 0.2 0.0 0.0
O -0.1 0.0 0.1
C 0.0 -0.1 0.0
C 0.0 0.0 -0.1
C -0.2 0.0 0.1
H 0.0 0.0 0.0
H 0.0 0.0 0.0
H 0.0 0.0 0.0
H 0.0 0.0 0.0
H 0.0 0.0 0.0
H 0.0 0.0 0.0
H 0.1 0.0 0.0
H 0.1 0.0 0.0

Values from the calculation:
M, g/mol: 883.089
DFT total energy, hartree: -3548.19183
HOMO, eV: -8.10
LUMO energy, eV: 0.5
Frontier orbital gap, Ha: 0.3154
Max |F|, eV Å⁻¹: 0.68

***

> What is the M in the fourth record?

883.089 g/mol